Record 1
Computed, not measured: 2 unconnected molecules or ions with the total composition C17H14N5O8 at a distorted geometry, with the ωB97M-V functional and the def2-TZVPD basis.

For the calculated total energy, the calculation gives -1531.58210 Eh. For the frontier orbital gap, the calculation gives 3.754 eV. Its net charge is -1.

Positions of all 44 atoms, in Å:
O: -0.853701 -7.483963 2.339525
O: 3.542421 -4.031787 -0.490425
O: 3.691611 -2.255899 0.785271
O: 3.219479 0.063803 3.201679
O: 1.747910 1.511601 4.152759
O: 0.457257 -7.497299 0.582495
O: -0.458949 -4.128723 5.043028
O: 0.405186 -2.016866 5.054935
N: -0.271122 0.043528 2.993310
N: 0.249309 -3.069509 4.456176
N: 3.166998 -3.354328 0.484910
N: 0.009407 -6.953107 1.620338
N: -0.519963 -5.233717 4.206137
C: 0.188427 -4.865894 3.109455
C: -3.885346 -0.535493 3.035738
C: -3.824707 2.233989 3.489686
C: -5.066115 0.151365 3.300356
C: 1.721841 -3.052765 2.418166
C: 4.260362 0.822857 3.862222
C: 1.982549 0.572657 3.412522
C: -2.648337 0.155213 3.006839
C: 5.587346 0.230012 3.466450
C: 0.942731 -0.157180 2.645399
C: 0.559976 -5.646415 1.933207
C: -5.043756 1.539278 3.514901
C: 1.505736 -5.102327 1.061640
C: -1.404432 -0.523839 2.729442
C: 0.730483 -3.565570 3.233987
C: 2.101376 -3.845255 1.320316
C: -2.633796 1.542927 3.261812
H: 4.192320 1.871543 3.542630
H: 5.945556 0.686021 2.538917
H: 5.532839 -0.851998 3.323621
H: -3.877917 -1.612907 2.856841
H: 1.807996 -5.657893 0.178965
H: -3.799829 3.312414 3.652883
H: 2.230523 -2.128642 2.680987
H: -1.452563 -1.550505 2.325802
H: 4.099523 0.759991 4.947000
H: -1.671060 2.054991 3.267605
H: 1.268375 -0.715914 1.754055
H: 6.323288 0.452983 4.239506
H: -5.976713 2.075681 3.702960
H: -6.015247 -0.389356 3.342425

Atoms 1-3, force components in eV/Å:
1.4 1.3 -0.8
-0.7 0.7 1.2
-1.0 -1.8 -0.4


Record 2
Computed, not measured: 3 unconnected molecules or ions with the total composition C12H22F3NO5 at a distorted geometry, with the ωB97M-V functional and the def2-TZVPD basis.

As for the SMILES: CCOC(=O)C(F)(F)F.COCCOCCOC.CC#N. For the calculated total energy, the calculation gives -1200.88858 Eh. For the frontier orbital gap, the calculation gives 10.441 eV. As for the relative energy (zero: lowest compared OMol25 entry of this formula, charge and spin): 138.6 kJ/mol.

Positions of all 43 atoms, in Å:
F: 7.599780 -5.428950 9.409100
F: 9.171690 -4.205800 10.272890
F: 9.469540 -4.935210 8.330800
O: 13.831240 -7.909990 3.965990
O: 10.825970 -8.409950 -0.019510
O: 10.028830 -7.387970 9.357500
O: 9.791380 -6.476150 11.466040
O: 12.329530 -6.921530 1.673820
N: 6.327720 -7.649900 5.211180
C: 7.287520 -7.372710 4.647570
C: 8.951230 -5.238860 9.536030
C: 11.929880 -6.400180 0.382970
C: 14.074360 -8.045180 5.389380
C: 8.563620 -7.114510 3.994800
C: 10.694210 -9.580950 -0.875400
C: 9.604050 -6.496860 10.111530
C: 9.169970 -8.669520 12.563010
C: 13.691280 -6.551680 3.635130
C: 13.542830 -6.322400 2.123410
C: 10.321140 -7.667250 12.115840
C: 11.745860 -7.525670 -0.590820
H: 11.004870 -8.177880 11.437700
H: 12.742780 -7.964910 -0.554290
H: 13.521440 -5.255490 1.901290
H: 8.753170 -7.856370 3.219040
H: 8.518620 -6.091040 3.622510
H: 13.606920 -9.000610 5.627590
H: 10.120360 -10.324020 -0.321630
H: 10.968910 -5.890190 0.450480
H: 8.633880 -9.147950 11.743370
H: 12.571110 -5.623340 -0.033480
H: 9.355570 -7.086150 4.743210
H: 10.969720 -7.455010 12.965780
H: 10.246140 -9.457130 -1.861290
H: 14.552140 -5.996490 4.007660
H: 11.592580 -10.137520 -1.142360
H: 11.411270 -7.255740 -1.592460
H: 8.471550 -8.173510 13.237010
H: 13.596810 -7.253770 5.967070
H: 9.663170 -9.441310 13.153940
H: 12.776630 -6.210200 4.119810
H: 15.138760 -7.981770 5.615490
H: 14.446430 -6.646660 1.607200

Atoms 1-3, force components in eV/Å:
1.2 0.1 0.0
0.0 1.5 1.5
-0.4 -0.7 0.2


Record 3
Computed, not measured: a molecular structure, C4H5NS at a distorted geometry, with the ωB97M-V functional and the def2-TZVPD basis.

For the calculated total energy, the calculation gives -608.17397 Eh. For the frontier orbital gap (alpha / beta), the calculation gives 7.716 / 7.892 eV. As for the relative energy (zero: lowest compared OMol25 entry of this formula, charge and spin): 463.9 kJ/mol.

Positions of all 11 atoms, in Å:
S: 2.163930 0.288567 0.161474
N: 1.744855 -1.198917 0.218359
C: -0.056803 0.165364 -0.413342
C: 0.354523 -1.316263 -0.351892
C: 1.042264 1.003295 -0.875470
C: -0.552721 0.655023 0.718995
H: -0.426918 1.666349 0.969459
H: -0.328516 -1.773693 0.344744
H: 0.359964 -2.190262 -1.152297
H: -0.994334 -0.032156 1.508075
H: 1.056537 2.003781 -1.128651

Atoms 1-3, force components in eV/Å:
2.1 1.2 -2.5
-1.5 -0.7 0.5
-0.8 -0.9 0.1


Record 4
Computed, not measured: C5H7N3 in the gas phase at a distorted geometry, with the ωB97M-V functional and the def2-TZVPD basis.

As for the SMILES: Nc1cccc(N)n1. For the calculated total energy, the calculation gives -358.88551 Eh. For the frontier orbital gap, the calculation gives 9.742 eV. As for the relative energy (zero: lowest compared OMol25 entry of this formula, charge and spin): 348.8 kJ/mol.

Positions of all 15 atoms, in Å:
N: -1.060368 -2.321290 -0.656628
N: 0.091896 1.823939 -1.738656
N: -0.463267 -0.083809 -0.993089
C: 0.763311 0.185875 1.585884
C: 0.846964 1.156228 0.551415
C: -0.630596 -1.007425 -0.058525
C: 0.163984 1.067537 -0.705813
C: 0.055525 -0.925023 1.212261
H: -0.577092 -3.120222 0.040411
H: -2.184876 -2.166629 -0.332666
H: 1.378707 0.307699 2.367944
H: -0.327127 2.804692 -1.752635
H: 1.415519 2.057599 0.821730
H: -0.454391 -1.714287 1.966957
H: 0.981812 1.935116 -2.308591

Atoms 1-3, force components in eV/Å:
-2.3 0.2 4.8
1.7 7.9 -6.8
-1.1 -1.2 1.4